# 1
{"formula": "C22H64F6N8O10P", "method": "ωB97M-V with the def2-TZVPD basis set", "symbols": ["H", "H", "C", "F", "H", "H", "O", "N", "H", "C", "H", "H", "N", "H", "H", "H", "O", "H", "H", "H", "H", "C", "O", "F", "H", "F", "H", "N", "H", "H", "O", "H", "H", "H", "H", "H", "H", "H", "C", "O", "N", "H", "C", "C", "C", "H", "P", "O", "C", "H", "C", "H", "H", "H", "H", "C", "H", "O", "C", "H", "H", "O", "H", "H", "H", "H", "H", "N", "H", "H", "N", "H", "C", "H", "H", "O", "H", "H", "C", "H", "H", "H", "F", "H", "C", "C", "C", "N", "H", "H", "C", "H", "H", "O", "H", "F", "C", "C", "H", "H", "C", "H", "H", "C", "N", "H", "H", "H", "C", "F", "H"], "xyz": [[-21.3169, -16.3169, 3.5986], [-17.0807, -17.8837, -4.1597], [-8.3868, -12.9518, 5.8324], [-14.0055, -16.2984, 2.0858], [-18.8192, -16.4319, 2.3484], [-7.8783, -16.9666, -1.9200], [-5.9180, -15.9804, -3.0131], [-6.5162, -14.2299, -1.6615], [-10.1771, -23.9116, -2.5314], [-19.2325, -16.9062, 3.2386], [-8.3123, -17.9105, 4.4541], [-19.5880, -15.7282, 5.0316], [-14.7041, -24.6214, 1.4719], [-8.9335, -23.3108, -3.6693], [-17.1509, -9.8549, -0.5869], [-20.9582, -17.9908, 3.9065], [-9.0985, -21.0001, -2.8987], [-15.2207, -26.7692, 1.8847], [-8.8250, -13.6997, 5.1715], [-8.3839, -15.6231, -1.0432], [-17.4777, -21.6929, -3.8859], [-18.8241, -16.4221, 4.6809], [-18.6405, -18.1736, 3.0408], [-11.3623, -18.1373, 1.9403], [-18.7334, -21.5013, -2.7476], [-13.6648, -18.5063, 1.5999], [-17.6876, -18.0569, 3.0402], [-14.2183, -26.6552, 1.8373], [-15.6835, -24.7995, 1.6424], [-16.3795, -12.1280, 0.1182], [-5.2678, -17.7762, 5.0991], [-5.3392, -17.8892, 2.8475], [-10.9640, -11.9640, 6.3987], [-15.7292, -22.1176, 6.8642], [-13.6335, -27.4622, 2.0011], [-14.2437, -24.0236, 5.7836], [-9.8006, -10.4737, -5.2212], [-11.2925, -13.6330, 6.6952], [-20.7478, -17.1676, 3.2238], [-12.5692, -25.3137, 1.2887], [-10.2318, -21.9298, -1.2407], [-15.7585, -10.3945, -1.1525], [-17.0901, -12.0310, -0.7026], [-12.5856, -11.0058, -4.9321], [-11.5346, -10.7100, -3.8450], [-12.2430, -21.0473, 6.2741], [-12.7030, -17.2183, 2.0468], [-9.0935, -14.1855, 7.8681], [-9.6735, -21.9819, -2.4383], [-7.5607, -17.3103, 5.8924], [-9.1739, -12.9564, 7.1398], [-12.9848, -12.0046, -5.1086], [-12.1695, -10.7725, -5.9122], [-16.0310, -19.3131, -4.3983], [-8.8696, -12.1247, 7.7752], [-6.2811, -17.9836, 4.4586], [-13.4486, -22.6263, 8.0287], [-11.7471, -11.5027, -2.6920], [-13.7651, -25.5392, 1.4758], [-16.2500, -18.6389, -2.8636], [-9.7680, -11.9071, -4.2141], [-18.4604, -12.0302, -0.3188], [-17.2221, -12.7689, -2.7340], [-7.0802, -14.0175, -0.8510], [-14.3625, -23.6728, 1.4122], [-17.8572, -15.9219, 4.7347], [-21.1757, -17.3020, 2.2303], [-7.7501, -15.9804, -1.7437], [-18.5933, -19.5595, -4.5126], [-6.9246, -18.2424, 2.4175], [-7.4863, -17.8303, 5.0298], [-14.7802, -20.7396, 6.5817], [-6.6707, -15.3944, -2.2214], [-9.7618, -14.1806, 8.5572], [-18.1621, -18.9781, -1.7724], [-18.7783, -19.0051, -2.5081], [-11.5913, -9.6548, -3.5779], [-9.2979, -10.3491, -3.5724], [-10.6472, -12.8116, 7.0065], [-11.4511, -22.5880, 6.7122], [-10.4897, -21.1569, -0.6438], [-7.3184, -13.1115, 5.9782], [-11.6896, -15.9663, 2.2756], [-11.0783, -12.5942, 7.9837], [-14.7863, -21.8157, 6.4082], [-16.8878, -13.1269, -1.7603], [-16.8130, -10.6536, -1.2472], [-6.2632, -18.1344, 3.1732], [-17.1501, -21.1669, -2.1843], [-5.8157, -13.5812, -1.9910], [-18.0656, -19.6392, -3.5622], [-10.4832, -22.8207, -0.8368], [-12.3947, -22.3339, 5.1892], [-13.7656, -24.0017, 6.6158], [-13.4685, -10.3667, -4.9332], [-12.8137, -17.5692, 3.6016], [-17.7896, -21.0540, -3.0597], [-12.3320, -22.1335, 6.2588], [-14.9324, -21.8634, 5.3291], [-18.9725, -12.7085, -0.7653], [-13.6173, -22.6267, 6.9519], [-15.8362, -13.3906, -1.8735], [-12.1018, -12.3707, -2.8979], [-10.0194, -10.8465, -4.2206], [-9.5679, -23.1914, -2.8925], [-17.0936, -10.3837, -2.2653], [-17.4325, -14.0516, -1.5696], [-18.8257, -17.2245, 5.4187], [-16.8045, -18.8652, -3.7744], [-12.5241, -16.7796, 0.4295], [-8.5427, -11.9603, 5.4073]], "forces_ev_per_angstrom": [[0.2, 0.3, 0.2], [0.2, 0.0, -0.3], [-0.6, -0.2, 0.7], [-0.2, 0.3, 0.6], [-0.6, 1.6, 0.5], [0.1, 0.2, -0.2], [-0.4, 1.2, 0.3], [1.2, 3.9, 1.0], [0.5, -0.1, -0.5], [0.0, -1.0, 1.2], [0.0, 0.2, 0.3], [0.1, 0.3, 0.0], [-1.7, 3.6, -0.7], [-0.5, -0.3, 0.1], [-0.9, -0.3, 0.2], [0.0, -0.2, -0.3], [-0.3, 0.0, -1.1], [0.4, -0.4, 0.2], [0.3, 0.0, -0.1], [0.3, 0.3, -0.3], [0.6, -0.1, 0.1], [-0.5, 0.8, -0.9], [0.2, -1.6, 0.1], [-0.4, -0.6, -0.1], [-0.2, 0.1, 0.0], [0.9, 0.8, 0.5], [0.2, -0.1, 0.0], [-2.5, -6.9, 1.6], [0.4, 0.2, 0.0], [-0.6, -0.6, 0.5], [1.2, -0.3, 0.4], [0.0, -0.4, -0.3], [0.1, 0.2, -0.2], [-0.1, -0.3, 0.0], [-0.1, 0.4, -0.3], [0.0, -0.2, -0.2], [-0.2, 0.1, -0.2], [0.9, -0.5, -0.5], [0.1, 0.9, -0.2], [-0.1, 0.2, -0.3], [-2.3, -1.1, 3.0], [0.5, -0.6, -0.5], [-0.6, -0.1, -1.6], [0.3, 0.6, -1.4], [0.9, -0.4, -0.1], [0.1, 0.1, 0.5], [1.0, 0.1, -2.8], [1.7, -0.6, -0.1], [2.0, 4.3, 1.3], [0.2, -0.4, -0.2], [-0.8, -0.8, 0.4], [0.4, -0.4, 0.8], [0.4, 0.1, -0.1], [-0.4, -0.2, -0.4], [0.5, 0.1, 0.1], [-0.8, 2.0, 3.1], [-0.5, 0.4, 0.1], [-0.2, 0.5, 0.8], [4.0, 3.1, -0.4], [-0.2, -0.2, 0.5], [0.1, -0.1, -0.1], [-0.3, 0.2, 0.9], [-0.1, 0.1, 0.0], [0.4, 0.4, -0.4], [-0.4, -0.1, -0.2], [0.0, -0.1, -0.2], [0.3, -0.6, 0.0], [-2.9, -2.7, 0.8], [-0.7, -0.5, 0.4], [-0.6, 0.1, 0.9], [-2.0, -0.5, 0.5], [0.6, 0.0, 0.3], [1.4, -3.0, -1.5], [0.0, 0.1, -0.1], [0.0, 0.1, 0.2], [-0.9, 0.5, -0.4], [-0.7, 0.0, 0.4], [-0.5, 0.1, 0.4], [-2.2, 1.6, -0.4], [0.0, 0.0, -0.3], [0.4, 0.4, -0.9], [-0.1, -0.1, 0.0], [-0.5, 0.4, 1.3], [0.2, 0.2, 0.4], [-1.1, 0.4, 0.8], [0.6, 0.3, -0.2], [1.3, 1.5, 0.2], [1.9, -0.7, -4.8], [0.4, 0.5, -0.3], [-0.2, -0.3, 0.3], [1.3, -0.5, 1.5], [-0.1, 0.3, 0.2], [0.1, -0.5, 0.0], [-0.5, -0.4, 0.3], [0.0, 0.1, 0.7], [-0.2, 0.1, 0.0], [-1.1, -0.9, -1.1], [-0.3, 0.4, 0.2], [0.4, -0.5, -0.2], [0.4, -0.1, 0.0], [1.2, 0.5, -1.5], [0.0, 0.0, 0.1], [0.0, 0.1, -0.3], [-0.6, -0.8, -0.9], [0.2, -3.4, -2.1], [-0.4, -0.5, 0.0], [0.0, 0.0, 0.4], [0.0, -0.4, -0.4], [1.2, 1.1, -0.2], [-0.5, -1.1, 0.5], [0.1, 0.0, -0.2]], "lowdin_charge": [0.066, 0.080, -0.037, -0.165, 0.135, 0.119, 0.000, 0.154, 0.111, -0.454, 0.103, 0.060, 0.158, 0.121, 0.075, 0.083, 0.009, 0.115, 0.086, 0.110, 0.074, -0.049, -0.086, -0.201, 0.072, -0.215, 0.090, 0.166, 0.108, 0.135, 0.012, 0.115, 0.081, 0.073, 0.131, 0.074, 0.063, 0.093, -0.065, 0.012, 0.159, 0.073, -0.472, -0.056, -0.459, 0.076, 0.175, -0.063, -0.773, 0.109, -0.498, 0.075, 0.065, 0.083, 0.127, -0.775, 0.134, -0.056, -0.810, 0.085, 0.073, -0.057, 0.074, 0.110, 0.121, 0.071, 0.072, 0.151, 0.139, 0.119, 0.156, 0.080, -0.760, 0.074, 0.085, -0.060, 0.124, 0.070, -0.094, 0.076, 0.122, 0.078, -0.198, 0.074, -0.070, -0.052, -0.083, 0.162, 0.085, 0.117, -0.497, 0.097, 0.079, -0.065, 0.069, -0.157, -0.066, -0.062, 0.082, 0.076, -0.476, 0.080, 0.088, -0.057, 0.154, 0.076, 0.076, 0.077, -0.080, -0.239, 0.078], "charge": -1, "relative_energy_kj_mol": 357.4, "molar_mass_g_mol": 745.76, "multiplicity": 1, "orbital_gap_ev": 9.34}

# 2
{"formula": "C22H64O11", "method": "ωB97M-V with the def2-TZVPD basis set", "symbols": ["H", "H", "H", "H", "C", "H", "C", "O", "H", "H", "C", "H", "H", "O", "C", "C", "H", "H", "H", "C", "C", "H", "H", "H", "C", "H", "H", "O", "C", "H", "O", "H", "H", "H", "H", "H", "H", "H", "H", "H", "O", "H", "H", "H", "H", "C", "H", "C", "H", "H", "C", "H", "H", "O", "H", "C", "O", "H", "H", "C", "H", "H", "H", "H", "H", "H", "H", "H", "H", "H", "H", "H", "C", "H", "H", "O", "H", "H", "O", "H", "C", "C", "H", "H", "O", "H", "H", "H", "C", "C", "H", "C", "H", "O", "H", "C", "C"], "xyz": [[-5.8050, 1.1415, 1.5308], [-4.4612, 1.8509, 0.5573], [3.7590, -2.7795, -2.0420], [-0.1320, 3.2363, -0.6893], [-2.3678, 2.1773, -2.9699], [-2.5301, 4.5968, -1.0704], [-0.0004, 2.3555, 4.0171], [5.7772, -1.1741, 0.5898], [-1.9951, 5.5049, 0.2120], [4.3257, 3.1534, 0.8037], [0.7585, -3.8617, 2.0285], [0.2797, 3.5704, 2.7061], [-1.3504, 3.0190, 0.4513], [-1.8073, -0.9680, -1.2759], [-3.8687, -2.7860, 3.4791], [2.8738, 2.7334, -0.7370], [0.1325, -4.1151, 0.0247], [2.8263, 3.2267, 1.4743], [-4.2246, 0.4178, 1.4634], [0.3959, -3.3642, -2.8662], [-1.1236, -0.5007, -0.1687], [3.2435, 5.0018, -0.7039], [-1.1005, -1.6774, -2.8472], [2.1934, -1.1805, -3.4756], [4.7288, -0.4885, 1.1507], [-3.1911, 2.7528, -3.3931], [-4.7778, -2.2415, 3.7345], [-4.1146, -4.0001, 2.7847], [0.3477, -0.4352, -0.3303], [-1.0355, 5.5398, -1.2923], [5.1467, -1.2742, -1.9042], [-0.9594, 2.7084, 4.3965], [-0.9630, 3.9341, -3.1686], [1.8206, -3.8815, 1.7844], [-1.4881, -5.3322, 1.9149], [4.4656, -2.1406, 2.5556], [3.7652, -1.4166, -4.2327], [0.8068, -1.3008, -0.8079], [5.3915, -1.3010, -0.9763], [-0.2106, 2.2201, -3.1882], [-1.1057, -1.7456, -3.8048], [3.6635, 2.6243, -1.4804], [-2.5933, 2.2635, -1.9069], [3.5229, -2.3331, 1.1370], [1.1901, -4.0959, -3.0144], [3.8352, -1.6935, -2.0954], [-1.1000, 3.0247, -4.4326], [0.0404, -4.6084, 0.9924], [0.6192, 0.3956, -0.9815], [-1.9514, 0.4659, -2.4649], [-5.3005, 0.1122, -0.4185], [4.1380, -0.0217, 0.3626], [0.4856, -5.6009, 1.0628], [-5.7759, -1.2144, -0.2003], [0.8975, -0.4231, 0.6108], [-1.0729, 2.8658, -3.3546], [-0.0157, 4.2931, 0.9974], [-3.2712, -1.4223, 2.1008], [0.4736, 1.8616, 4.8654], [3.3200, 3.4768, 0.5353], [-0.7279, 0.4060, 3.4604], [0.8473, 4.5333, 0.6524], [-0.9798, -3.6403, -4.5093], [-1.8278, -2.3770, 2.7139], [1.8987, 2.9581, -1.1693], [2.9914, -1.2215, 2.3117], [-1.4524, -1.2490, 0.5524], [-1.2123, 1.5457, 2.4586], [-6.5903, -1.1875, 0.3071], [3.1876, -1.4086, -1.2662], [0.3698, -2.7833, -4.8857], [-0.3707, -3.7352, -2.1860], [-1.5939, 4.9047, -0.6047], [-2.7540, -1.1163, 3.7491], [3.3086, 0.0680, -3.1782], [-2.1518, 0.8340, -3.3286], [0.9242, -2.5499, -2.3703], [0.4335, -2.8329, 2.1839], [-1.3395, -4.5494, 1.3794], [6.3916, -1.3825, 1.2974], [-0.3294, -2.8918, -4.0567], [3.8990, -1.5707, 1.8192], [-1.4368, 0.4716, 0.2115], [2.7703, 1.7366, -0.3083], [0.7019, 3.4623, 3.5615], [-6.1503, 0.6120, -0.8833], [0.6931, -4.4094, 2.9686], [4.9757, 0.2160, 1.9450], [-2.7584, -1.8635, 2.9555], [-0.2967, 1.2911, 2.9926], [-4.5352, 0.0735, -1.1937], [-4.9704, 0.9361, 0.8605], [0.4594, 1.0408, 2.2485], [3.0518, 4.8130, 0.2177], [-3.4497, -3.0863, 4.4394], [3.2628, -1.0063, -3.3568], [-0.7703, 3.8126, -0.0196]], "forces_ev_per_angstrom": [[-0.3, 0.0, -0.3], [-0.3, 0.3, 0.0], [0.0, -0.3, -0.8], [-0.2, 0.3, -0.7], [1.1, 0.5, 0.4], [0.3, -0.5, -0.5], [-0.7, -1.2, 1.1], [2.5, 0.2, -0.3], [0.4, 0.3, 0.2], [0.8, 0.7, -0.5], [1.8, 0.7, 1.1], [0.3, 0.9, -0.8], [-0.7, 0.0, -0.3], [0.5, 1.5, -1.3], [0.9, -4.0, -0.4], [0.4, -2.3, 1.9], [0.1, -0.4, -0.2], [-0.9, 0.1, -0.3], [0.0, -0.2, 0.0], [0.3, -0.4, 1.4], [-1.7, -2.2, -0.3], [0.1, -0.3, 0.0], [-0.9, 1.0, 1.5], [0.0, -0.4, 0.1], [-2.6, -0.8, 1.4], [-0.4, -0.6, -0.8], [-0.5, 0.8, -0.2], [0.1, 1.9, 0.6], [1.6, -0.3, -0.3], [0.0, 0.1, 0.0], [0.7, 0.4, -0.8], [-0.3, -0.1, 0.3], [0.2, 0.1, 1.3], [0.4, 0.3, 0.0], [-0.7, 0.2, 0.2], [0.3, 0.2, 0.2], [0.2, 0.6, -0.2], [-0.5, -0.4, -0.2], [0.2, -0.3, 0.0], [0.0, 0.4, 0.5], [1.0, -0.8, -1.2], [0.0, 0.5, -0.1], [0.3, -0.1, 0.4], [0.2, 0.2, -0.5], [-0.3, -0.4, -0.4], [-1.4, 0.4, 0.0], [-0.1, -0.9, -0.6], [-1.4, 0.6, 0.5], [0.2, 0.4, 0.1], [0.2, -2.3, 1.0], [-1.6, 0.4, 0.4], [0.2, 0.2, 0.0], [-0.3, -0.5, -0.9], [0.6, -0.1, 0.1], [0.1, 0.6, 0.4], [0.0, 1.1, -1.4], [2.1, 1.2, 2.1], [0.9, 0.3, -0.6], [0.6, 0.4, 0.1], [-0.8, -0.6, -1.7], [0.7, -0.4, 0.3], [0.4, 0.3, 0.2], [-0.3, -0.7, 0.4], [-0.2, 0.2, 0.1], [0.2, 0.5, 0.2], [0.0, 0.3, 0.2], [0.7, 0.2, 1.3], [0.2, 0.5, -0.7], [0.1, 0.1, 0.2], [-0.1, 0.4, 0.3], [0.4, 0.9, -0.3], [0.3, -0.2, 0.4], [-1.2, 0.5, -0.3], [0.9, 0.5, 0.0], [0.6, 0.0, -0.5], [-1.5, 1.5, -0.9], [-0.3, 0.2, 0.0], [-0.1, -0.1, -0.2], [0.7, -0.9, -0.9], [0.2, -0.3, -0.2], [-0.4, 0.2, -1.9], [-1.4, -0.4, 0.4], [-0.4, 0.7, 0.2], [-0.3, -0.7, -0.7], [0.7, 0.0, -0.2], [-0.1, 0.6, -0.4], [-0.2, 0.1, 0.2], [0.5, 0.5, -0.4], [-2.3, 0.2, -0.4], [-1.4, -0.2, -0.5], [0.5, -0.2, 0.6], [1.1, -1.0, -0.6], [0.2, 0.0, 0.3], [0.4, 2.1, 1.3], [0.0, -0.1, 1.3], [-0.2, -1.0, 0.9], [-1.1, -2.2, -0.8]], "lowdin_charge": [0.059, 0.051, 0.107, 0.096, -0.336, 0.069, -0.358, -0.081, 0.076, 0.101, -0.122, 0.027, 0.109, -0.308, -0.564, -0.071, 0.097, 0.107, 0.047, -0.107, -0.475, 0.085, 0.011, 0.056, -0.313, 0.100, 0.052, -0.439, -0.111, 0.071, -0.084, 0.105, 0.047, 0.052, 0.075, 0.074, 0.070, 0.036, 0.004, 0.075, -0.073, 0.079, 0.090, 0.064, 0.074, -0.344, 0.061, -0.321, 0.057, 0.015, -0.295, 0.101, 0.104, -0.075, 0.040, -0.109, -0.069, 0.040, 0.102, -0.304, 0.069, 0.070, 0.098, 0.041, 0.063, 0.075, 0.080, 0.064, 0.070, 0.081, 0.089, 0.083, -0.082, 0.043, 0.068, -0.082, 0.037, 0.070, -0.066, 0.115, -0.370, -0.084, 0.069, 0.051, -0.078, 0.083, 0.078, 0.118, -0.135, -0.078, 0.104, -0.075, 0.065, -0.086, 0.037, -0.053, -0.356], "charge": -2, "molar_mass_g_mol": 504.74, "multiplicity": 1, "orbital_gap_ev": 3.16}

no.,electronic energy (eV)
1,-81849.684
2,-46366.420